1.
Entry from the OMol25 dataset: a 2-piece molecular cluster, C8H4Br2O3 overall at a distorted geometry (ωB97M-V/def2-TZVPD).

Last column: Mulliken charge in e.
Positions of all 17 atoms, in Å:
O: 0.4927 -1.8101 -2.9524  -0.367
C: 0.2863 -0.9920 -2.1718  0.343
C: 0.1713 -0.2222 -1.0999  0.455
C: 1.1086 -0.1018 -0.0092  -0.548
Br: 2.8943 -0.6054 -0.0490  0.000
C: 0.5781 0.6692 1.0025  0.114
Br: 1.1975 1.1482 2.6872  -0.063
C: -0.8282 1.1025 0.6303  -0.215
C: -1.0350 1.9634 -0.5803  -0.713
C: -1.1039 0.4468 -0.7113  -0.531
H: -1.4757 1.1067 1.4572  0.496
H: -0.1584 2.5526 -1.0090  0.185
H: -1.9465 2.5881 -0.7261  0.278
H: -1.9975 0.0017 -1.0963  0.500
O: 0.4850 -2.9095 0.4392  -0.388
C: 0.6247 -2.5644 1.5375  0.789
O: 0.7068 -2.3737 2.6514  -0.334

The molar mass comes out at 307.925 g/mol. The energy above the lowest of the compared OMol25 structures with the same formula, charge and spin is 0.0 kcal per mole. Its LUMO energy is 0.0147 Eh. The SMILES is O=C=C1C(Br)=C(Br)[C@H]2C[C@@H]12.O=C=O. For the orbital gap, the calculation gives 8.4 eV.

2.
Entry from the OMol25 dataset: a 4-piece molecular cluster, C5H8O overall at a distorted geometry (ωB97M-V/def2-TZVPD).

Last column: Mulliken charge in e.
Positions of all 14 atoms, in Å:
C: -2.8646 0.1995 -0.0902  -0.978
C: -1.3847 0.0379 -0.0275  0.531
C: -0.1619 0.1406 0.1217  -0.342
C: 1.2824 0.2343 0.3851  0.168
C: 1.9148 -1.0476 -0.1688  -1.165
H: -3.4247 -0.7413 1.2500  0.243
H: -3.1577 -0.5506 -1.5707  0.249
H: -3.1350 1.9812 -0.0708  0.231
H: 1.3251 0.2245 1.4452  0.256
H: 2.9834 -0.9474 -0.1102  0.329
H: 1.5013 -0.9438 -1.1292  0.327
H: 1.5765 -2.0488 0.2087  0.330
H: 1.5292 2.1494 -0.0009  0.343
O: 2.0158 1.3121 -0.2424  -0.523

The molar mass comes out at 84.118 g/mol. The energy above the lowest of the compared OMol25 structures with the same formula, charge and spin is 243.0 kcal per mole. Its LUMO energy is -0.0386 Eh. For the orbital gap, the calculation gives 8.2 eV.

3.
Entry from the OMol25 dataset: a 7-piece molecular cluster, C45H97F7N10O15P2S overall at a distorted geometry (ωB97M-V/def2-TZVPD).

Last column: Mulliken charge in e.
Positions of all 177 atoms, in Å:
C: 2.8428 -4.6868 0.9474  -0.973
C: 2.2190 -3.2803 0.8285  0.707
C: 2.1141 -2.8598 -0.6175  -1.023
O: 1.9129 -1.4613 -0.7836  -0.173
C: 0.6256 -1.1625 -1.3064  -1.520
C: 0.3725 0.3315 -1.3599  2.185
C: -0.6638 0.6344 -2.4634  -1.631
C: -0.3455 0.1918 -3.8865  -0.612
N: -1.5300 0.6051 -4.7092  -0.653
O: 0.1720 1.0520 -0.1428  0.216
C: -0.7007 0.6504 0.8469  -0.248
F: -1.7628 -0.0816 0.3434  -0.408
P: 0.1478 -0.6314 2.0343  0.209
N: -0.1945 -0.2487 3.6730  -0.348
O: 1.7459 -0.3287 1.9929  -0.590
C: -1.3777 1.9117 1.5240  0.464
C: -2.7499 1.4176 2.0645  -1.621
O: -2.8318 0.5506 2.9148  -0.662
C: -4.1209 1.9331 1.5415  1.549
F: -4.4050 1.4008 0.3477  -0.310
F: -4.2004 3.2663 1.4828  -0.368
C: -5.3255 1.4983 2.4470  0.382
F: -5.5163 0.1754 2.4527  -0.313
F: -6.3947 1.9977 1.7956  -0.332
C: -5.3666 2.1088 3.8769  0.913
F: -4.2100 2.6914 4.2505  -0.153
F: -6.2977 3.0520 3.9174  -0.298
C: -5.7588 1.0611 4.9616  0.129
O: -6.8374 1.1263 5.5049  -0.490
O: -4.8082 0.1282 5.2771  -0.413
C: -1.5941 3.0706 0.4864  1.158
C: -2.1814 2.7690 -0.7020  -0.166
C: -2.3875 3.7791 -1.6004  -1.420
C: -1.9777 5.0066 -1.2128  -0.652
C: -1.4299 5.2473 0.0054  -0.954
N: -1.2314 4.2673 0.8745  -0.615
N: -0.6073 2.4420 2.6196  0.934
S: 1.0215 2.7045 2.3595  -0.066
C: -1.3149 3.0377 3.7487  0.231
C: -0.4211 3.8587 4.6652  -1.792
P: 1.9861 1.0627 -1.9748  0.536
O: 2.6801 0.2302 -2.9478  -0.879
O: 1.6434 2.5002 -2.5988  -0.578
O: 2.8859 1.4281 -0.7063  -0.549
H: 2.5649 -5.2453 0.0553  0.425
H: 3.9244 -4.6664 1.0285  0.391
H: 2.4340 -5.1526 1.8392  -0.124
H: 1.2414 -3.3122 1.2950  -0.087
H: 2.8683 -2.5924 1.3532  0.145
H: 1.3637 -3.4406 -1.1569  0.415
H: 3.0763 -3.0844 -1.0823  0.272
H: 0.5701 -1.6260 -2.2881  0.674
H: -0.0995 -1.6912 -0.6790  0.494
H: -0.7433 1.7145 -2.5098  0.337
H: -1.6399 0.2271 -2.2109  0.751
H: -0.2185 -0.8800 -4.0098  0.421
H: 0.4930 0.7086 -4.3279  0.227
H: -1.3250 0.2999 -5.6554  0.291
H: -2.2939 0.0070 -4.4093  0.231
H: -0.9479 -0.8567 3.9669  0.258
H: 0.5988 -0.4348 4.2749  0.278
H: 1.9527 0.4048 1.3941  0.383
H: -5.0821 -0.7001 4.8636  0.339
H: -2.5063 1.7842 -0.9719  1.079
H: -2.8356 3.5996 -2.5614  0.556
H: -2.1056 5.8324 -1.9043  0.575
H: -1.1468 6.2561 0.2533  0.496
H: 1.7129 2.2448 3.4330  0.159
H: -2.1232 3.7047 3.4496  0.089
H: -1.6896 2.2330 4.3772  0.183
H: -0.0112 4.7345 4.1740  0.394
H: 0.3263 3.2475 5.1577  0.348
H: -1.0760 4.2250 5.4554  0.501
H: 1.6525 2.4324 -3.5581  0.336
H: 2.5219 2.2530 -0.3448  0.293
C: 4.9369 -8.0837 2.6294  -0.423
O: 5.1682 -7.4394 1.3931  -0.225
C: 6.3599 -7.8172 0.7316  -0.817
C: 6.2905 -9.1577 -0.0153  0.372
C: 6.3361 -10.3825 0.8935  -1.386
N: 5.1007 -9.2451 -0.8687  -0.717
H: 5.8645 -8.2702 3.1783  0.331
H: 4.3964 -9.0210 2.4730  0.243
H: 4.3018 -7.4346 3.2309  -0.072
H: 6.5404 -7.0315 -0.0062  0.341
H: 7.2066 -7.7951 1.4312  0.397
H: 7.1711 -9.2030 -0.6628  0.428
H: 5.3766 -10.5790 1.3703  0.294
H: 6.5882 -11.2701 0.3135  0.345
H: 7.0901 -10.2683 1.6750  0.341
H: 5.1306 -8.4998 -1.5586  0.278
H: 4.2936 -9.0157 -0.2942  0.268
C: -2.0215 8.5769 -7.1276  -0.697
O: -1.4164 7.3096 -6.9305  -0.177
C: -0.2914 7.3114 -6.0721  -0.913
C: -0.6165 7.3551 -4.5720  0.371
C: -1.0742 8.7220 -4.0715  -1.552
N: -1.6253 6.3543 -4.2039  -0.432
H: -1.2852 9.3848 -7.1414  0.323
H: -2.7712 8.7638 -6.3561  0.248
H: -2.5359 8.5566 -8.0887  0.218
H: 0.2259 6.3703 -6.2754  0.307
H: 0.3985 8.1185 -6.3518  0.443
H: 0.3083 7.1098 -4.0416  0.377
H: -2.1146 8.9267 -4.3209  0.332
H: -0.9945 8.7697 -2.9853  0.350
H: -0.4586 9.5221 -4.4867  0.386
H: -1.2657 5.4296 -4.4279  0.213
H: -2.4143 6.4689 -4.8359  0.221
C: 6.1910 5.8510 4.2878  -0.660
O: 5.3316 4.8253 3.8283  -0.396
C: 4.2687 4.4929 4.6989  -0.635
C: 3.0705 5.4539 4.6667  0.998
C: 3.3144 6.7800 5.3812  -1.680
N: 2.6275 5.7273 3.2961  -0.558
H: 6.3268 5.8096 5.3724  0.301
H: 5.8187 6.8355 3.9964  0.234
H: 7.1599 5.7094 3.8094  0.262
H: 3.9200 3.5115 4.3632  0.133
H: 4.6445 4.3618 5.7233  0.474
H: 2.2521 4.9512 5.1893  0.086
H: 3.9049 7.4704 4.7804  0.315
H: 2.3647 7.2736 5.5880  0.390
H: 3.8273 6.6295 6.3338  0.340
H: 2.3461 4.8512 2.8558  0.104
H: 3.4461 6.0195 2.7678  0.354
C: 1.6766 -6.7814 4.3181  -0.627
O: 1.6487 -5.3733 4.1806  -0.139
C: 0.6863 -4.7173 4.9821  -0.402
C: 1.0765 -4.5374 6.4570  0.292
C: 0.9815 -5.8128 7.2888  -1.450
N: 2.4246 -3.9779 6.6006  -0.757
H: 0.6772 -7.1945 4.4844  0.295
H: 2.3466 -7.0714 5.1309  0.232
H: 2.0780 -7.2046 3.3971  0.154
H: 0.5770 -3.7223 4.5404  -0.086
H: -0.2893 -5.2146 4.8872  0.419
H: 0.3688 -3.8200 6.8838  0.465
H: 1.8310 -6.4751 7.1279  0.310
H: 0.9691 -5.5673 8.3505  0.366
H: 0.0676 -6.3664 7.0629  0.332
H: 2.4579 -3.0668 6.1520  0.267
H: 3.0560 -4.5486 6.0442  0.320
C: -2.7758 5.8705 -9.8885  -0.595
O: -3.5180 4.7595 -10.3586  -0.428
C: -4.5908 4.3630 -9.5282  -0.670
C: -5.8596 5.2209 -9.6466  0.350
C: -5.7568 6.5826 -8.9655  -1.299
N: -6.2575 5.4198 -11.0440  -0.724
H: -2.6944 5.8778 -8.7982  0.251
H: -3.2228 6.8042 -10.2396  0.191
H: -1.7734 5.8092 -10.3114  0.347
H: -4.8412 3.3478 -9.8467  0.363
H: -4.2566 4.2944 -8.4836  0.345
H: -6.6604 4.6686 -9.1459  0.382
H: -5.1947 7.3006 -9.5614  0.255
H: -6.7512 7.0038 -8.8179  0.374
H: -5.2789 6.5005 -7.9865  0.285
H: -6.4476 4.5161 -11.4675  0.272
H: -5.4442 5.7622 -11.5488  0.309
C: -1.6343 -6.6871 0.9252  -0.650
O: -0.5411 -7.5040 0.5527  -0.394
C: -0.3706 -8.6772 1.3226  -0.168
C: -1.3077 -9.8395 0.9607  0.261
C: -2.7425 -9.6577 1.4468  -1.422
N: -1.3268 -10.0975 -0.4825  -0.751
H: -1.7922 -6.6920 2.0081  0.288
H: -2.5488 -6.9961 0.4141  0.261
H: -1.4076 -5.6681 0.6110  0.226
H: 0.6556 -9.0018 1.1293  0.261
H: -0.4300 -8.4382 2.3940  0.041
H: -0.9091 -10.7304 1.4551  0.442
H: -3.3107 -8.9791 0.8120  0.305
H: -3.2656 -10.6136 1.4353  0.358
H: -2.7691 -9.2739 2.4691  0.328
H: -0.3897 -10.3419 -0.7899  0.276
H: -1.5173 -9.2151 -0.9501  0.326

The molar mass comes out at 1245.327 g/mol. Its LUMO energy is -0.0098 Eh. The SMILES is CCCOC[C@@](CCN)(O[C@@](F)(P(N)O)[C@](C(=O)C(F)(F)C(F)(F)C(F)(F)C(=O)O)(c1ccccn1)N(S)CC)P(=O)(O)O.COC[C@@H](C)N.COC[C@@H](C)N.COC[C@@H](C)N.COC[C@@H](C)N.COC[C@@H](C)N.COC[C@@H](C)N. For the orbital gap, the calculation gives 7.7 eV.